DFT (ωB97M-V/def2-TZVPD) results for C28H36Ge2I2IrTe as an isolated structure.

Cartesian coordinates (Å):
1 Ir -0.8395 0.2958 -0.2161
2 I 1.8585 3.3422 1.0902
3 I 0.1338 2.7855 -0.8681
4 Te -2.1546 -1.7122 -1.0040
5 Ge 1.2335 -0.8731 0.2799
6 Ge -1.3730 -0.0564 2.0096
7 C -0.7912 -0.1843 -3.2119
8 C -4.9565 -2.4927 -0.4387
9 C 2.2921 0.0417 3.0307
10 C 1.1431 -2.7960 -0.1067
11 C -0.5436 0.8456 -4.0996
12 C -5.7365 -0.2447 1.0210
13 C -6.6318 -1.2869 0.7957
14 C -6.2447 -2.4048 0.0710
15 C 2.6658 -0.0600 -0.8090
16 C 4.0627 -0.1323 -0.1895
17 C 1.9157 -0.8528 2.2160
18 C -4.0723 -1.4394 -0.2206
19 C 2.5423 2.3236 5.8943
20 C -1.4370 -1.7966 2.8853
21 C 2.7856 0.9790 3.9029
22 C 3.8368 2.8113 5.6824
23 C -4.4490 -0.3162 0.5176
24 C -2.7290 1.0293 -2.3554
25 C -1.3750 1.9659 -4.1193
26 C -1.9009 -0.1060 -2.3431
27 C -2.4542 2.0632 -3.2500
28 C 4.6185 2.3889 4.6003
29 C 2.0133 1.4153 5.0136
30 C -2.0619 1.4790 4.4809
31 C -0.9667 -1.8681 4.3436
32 C 4.1075 1.4729 3.7146
33 C -2.0728 1.5060 2.9498
34 C 2.5110 -3.4746 0.0020
35 H 2.6317 -0.6176 -1.7498
36 H 2.2183 -1.8611 2.5208
37 H -4.6638 -3.3690 -1.0058
38 H -7.6364 -1.2260 1.1925
39 H -6.0473 0.6222 1.5886
40 H 4.1259 0.4831 0.7077
41 H 5.6234 2.7692 4.4782
42 H 2.9194 -3.4326 1.0143
43 H -0.8687 -2.4888 2.2648
44 H -2.6503 0.6554 4.8849
45 H -2.4838 -2.1196 2.8123
46 H 0.0907 -1.6157 4.4350
47 H 0.7761 -2.8931 -1.1326
48 H -0.1724 -1.0748 -3.2328
49 H -1.0507 1.4079 4.8798
50 H 4.3483 -1.1490 0.0815
51 H -3.1072 2.9257 -3.2866
52 H 0.4106 -3.2836 0.5351
53 H -1.1877 2.7596 -4.8309
54 H -1.0909 -2.8837 4.7193
55 H -3.6166 1.0722 -1.7402
56 H -3.0986 1.6528 2.5894
57 H 2.4398 -4.5306 -0.2575
58 H 4.8064 0.2381 -0.8946
59 H 1.0256 0.9973 5.1663
60 H 1.9735 2.6549 6.7515
61 H -6.9430 -3.2124 -0.1018
62 H 3.2384 -3.0234 -0.6729
63 H -1.5342 -1.2090 4.9979
64 H 2.4072 0.9706 -1.0453
65 H 4.2509 3.5277 6.3814
66 H 0.2820 0.7714 -4.7950
67 H -2.4999 2.4010 4.8622
68 H -3.7552 0.5000 0.6973
69 H -1.4986 2.3509 2.5575
70 H 4.6986 1.1107 2.8833

Its energy above the lowest of the compared OMol25 structures with the same formula, charge and spin is 0.0 kcal/mol. The calculation puts the HOMO energy at -17.2 eV. The largest force on an atom is 0.0171 hartree/bohr. The frontier orbital gap is 7.20 eV. Its LUMO energy is -10.050 eV. The total charge is +3. The total energy comes out at -6209.0964 Eh.

***

DFT (ωB97M-V/def2-TZVPD) results for one molecule with the formula C2H3N3O.

Cartesian coordinates (Å):
1 O 2.1153 0.4192 0.1058
2 N -1.1847 0.6132 0.5938
3 N -0.2213 0.7860 -0.5153
4 N 0.3221 -1.1372 0.1986
5 C -0.9239 -0.5012 -0.2290
6 C 0.8863 0.0018 -0.0093
7 H -1.6309 -0.9764 -0.8893
8 H 2.6762 -0.3078 0.4174
9 H -2.0391 1.1025 0.3273

Its energy above the lowest of the compared OMol25 structures with the same formula, charge and spin is 84.3 kcal/mol. The calculation puts the HOMO energy at -9.7 eV. The largest force on an atom is 0.0317 hartree/bohr. The frontier orbital gap is 10.44 eV. Its LUMO energy is 0.764 eV. The total charge is 0. The total energy comes out at -317.3979 Eh.

***

DFT (ωB97M-V/def2-TZVPD) results for a 2-piece molecular cluster, C32H31N2 overall.

Cartesian coordinates (Å):
1 N 1.3762 0.5775 -2.1760
2 N -0.2204 0.3988 2.2071
3 C -2.3435 -2.3712 1.7012
4 C -5.4755 -0.0409 -0.6733
5 C 1.1103 0.7357 4.2201
6 C -1.3253 -4.4818 1.2166
7 C 1.7368 4.2762 -1.4742
8 C 3.7365 3.0481 -0.9379
9 C -0.1612 1.8628 2.4304
10 C -0.9015 0.9784 -3.0733
11 C -1.1057 -0.2283 1.3177
12 C 0.2335 -0.2695 3.4516
13 C 0.8769 2.1088 3.5417
14 C 2.4908 -0.2682 -1.8994
15 C 3.8719 -2.2133 -1.7520
16 C -5.3060 -1.0499 -1.6022
17 C -1.9754 0.5058 0.5542
18 C 1.0957 3.1238 -1.8789
19 C -4.0398 -1.5462 -1.8548
20 C -2.4181 -3.7471 1.6374
21 C -2.9478 -1.0518 -1.1734
22 C -4.3864 0.4728 -0.0055
23 C -0.1492 -3.8369 0.8802
24 C 4.9209 -1.4404 -1.2510
25 C 3.0957 1.8750 -1.3444
26 C 1.7688 1.9058 -1.8208
27 C 0.2241 0.1158 -2.7041
28 C 3.5495 0.5106 -1.3964
29 C 4.7712 -0.0837 -1.0701
30 C -3.0951 -0.0263 -0.2286
31 C 3.0507 4.2386 -1.0069
32 C -1.1779 -1.7039 1.3226
33 C -0.0742 -2.4612 0.9349
34 C 2.6614 -1.6380 -2.0765
35 H -1.7313 0.4168 -3.5096
36 H -0.6633 -0.5344 4.0205
37 H -3.9107 -2.3251 -2.5892
38 H 0.8553 0.7592 5.2868
39 H 0.5319 2.8650 4.2576
40 H 0.7060 -4.4108 0.5590
41 H -1.9143 1.5749 0.6414
42 H -1.1583 2.1916 2.7372
43 H 4.0133 -3.2735 -1.8908
44 H -1.2819 1.5043 -2.1970
45 H -3.3340 -4.2519 1.9038
46 H 0.8346 -1.9523 0.6620
47 H 0.7537 -1.2032 3.2199
48 H 1.8115 2.5014 3.1235
49 H -4.5205 1.2416 0.7364
50 H 0.0849 2.3805 1.4987
51 H 0.0860 3.1677 -2.2383
52 H -6.4647 0.3314 -0.4580
53 H -1.9630 -1.4368 -1.3742
54 H -6.1627 -1.4585 -2.1168
55 H 0.1603 -0.9424 -2.8763
56 H 4.7508 3.0059 -0.5833
57 H 5.8593 -1.9124 -1.0078
58 H 5.5740 0.5224 -0.6903
59 H 1.2186 5.2209 -1.5221
60 H -1.3912 -5.5572 1.1463
61 H -3.1871 -1.7946 2.0420
62 H -0.5843 1.7249 -3.8032
63 H 1.8587 -2.2341 -2.4695
64 H 2.1681 0.4495 4.1762
65 H 3.5325 5.1534 -0.7011

Its energy above the lowest of the compared OMol25 structures with the same formula, charge and spin is 8.6 kcal/mol. The calculation puts the HOMO energy at -9.7 eV. The largest force on an atom is 0.0642 hartree/bohr. The frontier orbital gap is 4.89 eV. Its LUMO energy is -4.789 eV. The total charge is +1. The total energy comes out at -1347.2634 Eh.

***

DFT (ωB97M-V/def2-TZVPD) results for C32H50ClLuO2P as an isolated structure.

Cartesian coordinates (Å):
1 Lu -2.1904 0.7470 -0.9756
2 Cl -3.9193 -0.8823 -0.7811
3 P 0.1804 -1.3535 0.6755
4 O -2.3365 2.5684 -2.2270
5 O -2.5676 2.7584 -0.0302
6 C -3.3164 4.6156 -1.3939
7 C -0.2860 -2.1258 -0.9204
8 C 1.8511 3.7264 0.8628
9 C -0.0630 -3.3335 -3.6275
10 C 2.4284 -3.0046 1.4091
11 C 1.8001 2.4526 -1.2930
12 C 2.2104 2.5634 0.0005
13 C -1.9721 -4.2254 2.9463
14 C 2.7986 -1.1543 -0.2534
15 C -0.2797 -1.8391 3.4052
16 C 3.9164 -2.9815 1.7789
17 C -3.8276 4.9694 -2.6529
18 C -0.5498 -1.8897 -3.4177
19 C -0.8089 -2.1755 2.0014
20 C -1.5807 -3.8337 4.3767
21 C 4.2859 -1.0991 0.0989
22 C 1.2495 3.6041 -2.0724
23 C -0.3112 0.3431 0.5373
24 C 1.9736 -1.5990 0.9582
25 C 0.9538 4.7670 0.1483
26 C -1.0299 -3.6933 1.8565
27 C -0.2077 -4.1983 -2.3680
28 C -3.5478 5.4330 -0.2776
29 C -4.7257 6.0335 -2.7481
30 C 4.8055 -2.4302 0.6611
31 C 0.3531 -3.5116 -1.1274
32 C -1.2185 -2.3463 4.5151
33 C 0.0230 -1.2498 -2.1487
34 C -5.0547 6.7784 -1.6113
35 C -4.4345 6.5034 -0.3889
36 C -2.6851 3.3156 -1.2057
37 C 1.3668 4.9352 -1.3087
38 H -0.1419 -0.7556 3.5239
39 H 2.7646 4.2357 1.2097
40 H -0.3306 -0.1900 -2.0699
41 H 5.8201 -2.2849 1.0464
42 H -0.9319 0.4999 1.4454
43 H -1.4667 -3.9370 0.8758
44 H -0.6140 -3.7997 -4.4531
45 H -5.1916 6.2493 -3.7140
46 H 0.2261 -4.1670 -0.2547
47 H 2.2622 -3.7273 0.5977
48 H -0.2875 -1.2718 -4.2843
49 H 4.8583 -0.8134 -0.7932
50 H -2.1407 -1.7442 4.5123
51 H -1.6484 -1.8855 -3.3632
52 H 1.7730 3.6986 -3.0365
53 H 0.9985 -3.3088 -3.9175
54 H -2.0249 -5.3179 2.8653
55 H 2.4094 5.2691 -1.3424
56 H 0.7097 -2.3023 3.5379
57 H -1.2679 -4.4295 -2.2037
58 H -3.0391 5.1937 0.6634
59 H 2.1955 -0.9079 1.7904
60 H 2.6507 -1.8702 -1.0728
61 H 1.1165 -1.1862 -2.2595
62 H 0.3130 -5.1511 -2.5055
63 H -3.5099 4.3972 -3.5230
64 H 4.0353 -2.3561 2.6726
65 H -0.7400 -2.1775 5.4876
66 H -2.4180 -4.0574 5.0490
67 H -0.0623 -4.2177 1.9195
68 H -5.7958 7.5703 -1.6968
69 H -1.3865 -2.2376 -0.8461
70 H 1.8482 -3.3667 2.2700
71 H 1.3489 3.4141 1.7921
72 H 0.5625 1.0278 0.5514
73 H 0.1847 3.4396 -2.3210
74 H 1.8509 1.5019 -1.8307
75 H -0.0959 4.4386 0.1886
76 H -0.7448 -4.4574 4.7243
77 H 2.4652 -0.1699 -0.6137
78 H 4.8934 -3.1645 -0.1487
79 H -1.8011 -1.7037 1.8848
80 H 4.2358 -3.9937 2.0529
81 H 4.4342 -0.3093 0.8479
82 H -2.9778 -3.8358 2.7387
83 H 1.0228 5.7314 0.6678
84 H 2.8136 1.7993 0.4962
85 H 0.7755 5.7191 -1.7955
86 H 1.4360 -3.3772 -1.2591
87 H -4.6706 7.1018 0.4909

The calculation puts the HOMO energy (spin up / spin down) at -0.6 / -0.4 eV. The largest force on an atom is 0.0585 hartree/bohr. The frontier orbital gap (spin up / spin down) is 2.51 / 2.36 eV. Its LUMO energy (spin up / spin down) is 1.919 / 1.980 eV. The total charge is -1. The total energy comes out at -3436.9670 Eh.

***

DFT (ωB97M-V/def2-TZVPD) results for one molecule with the formula C7H10.

Cartesian coordinates (Å):
1 C 0.8090 0.7556 1.5073
2 C -0.9594 0.7425 -0.5663
3 C -1.5366 -0.1011 0.4775
4 C 0.4922 -1.3808 -0.8516
5 C 1.3590 -0.6035 -1.4980
6 C -0.8825 -0.8738 -0.5893
7 C -0.5613 0.9496 0.8774
8 H -1.0573 1.3943 -1.4218
9 H -2.5621 -0.2207 0.7878
10 H -1.1422 1.6971 1.4286
11 H 1.4462 1.6347 1.3367
12 H 1.0676 0.3993 -1.8071
13 H -1.6287 -1.5799 -1.0191
14 H 2.3729 -0.9152 -1.7135
15 H 0.7473 -2.4197 -0.6463
16 H 1.3325 -0.1107 1.1073
17 H 0.7035 0.6323 2.5904

Its energy above the lowest of the compared OMol25 structures with the same formula, charge and spin is 88.0 kcal/mol. The calculation puts the HOMO energy at -8.7 eV. The largest force on an atom is 0.0266 hartree/bohr. The frontier orbital gap is 9.93 eV. Its LUMO energy is 1.204 eV. The total charge is 0. The total energy comes out at -272.5778 Eh.

***

DFT (ωB97M-V/def2-TZVPD) results for a 2-piece molecular cluster, C2H2F3NO overall.

Cartesian coordinates (Å):
1 F -0.1061 1.3428 -1.0139
2 F -0.4631 -1.2534 1.3438
3 F -0.4576 1.4687 1.1257
4 O 2.2575 -0.5886 -0.9468
5 N 1.8514 -0.4566 0.1211
6 C -0.7174 0.7288 0.0335
7 C -0.1767 -0.6751 0.1681
8 H -1.8078 0.7647 -0.1559
9 H -0.3802 -1.3313 -0.6757

Its energy above the lowest of the compared OMol25 structures with the same formula, charge and spin is 101.9 kcal/mol. The calculation puts the HOMO energy at -8.7 eV. The largest force on an atom is 0.0525 hartree/bohr. The frontier orbital gap is 8.37 eV. Its LUMO energy is -0.361 eV. The total charge is 0. The total energy comes out at -506.8716 Eh.

***

DFT (ωB97M-V/def2-TZVPD) results for C9H16BiClIrNO as an isolated structure.

Cartesian coordinates (Å):
1 Bi 0.3223 0.4842 -2.9929
2 Ir -0.1968 -0.8407 -0.3778
3 Cl -0.2542 1.8210 -1.0450
4 O 0.9288 -0.8221 1.1699
5 N 0.5474 -0.6130 2.4477
6 C -0.5322 0.6745 4.1900
7 C 1.0753 -1.0406 4.7907
8 C -2.0429 -0.9273 -0.8961
9 C 0.0793 -0.1390 5.1554
10 C 2.1418 1.7366 -3.1658
11 C 0.4991 -1.7011 -2.0458
12 C -0.3118 0.3734 2.8451
13 C 1.2902 -1.2229 3.3837
14 C -1.3723 1.1649 -4.1056
15 H 2.5928 1.3440 -4.1012
16 H 2.0745 -1.8958 3.0308
17 H -2.4147 -1.8957 -0.4983
18 H 2.8265 1.5024 -2.3541
19 H -1.2333 0.6204 -5.0782
20 H -1.3842 2.2353 -4.2992
21 H -0.2763 -2.2373 -2.7016
22 H 1.5902 -1.8133 -2.1764
23 H -0.1489 0.0051 6.2374
24 H -2.3389 -0.9937 -1.9420
25 H -1.1165 1.5412 4.4620
26 H -2.3197 0.8039 -3.6978
27 H -0.8421 0.8358 2.0701
28 H -2.7170 -0.1415 -0.5373
29 H 1.6275 -1.6766 5.5085
30 H 1.9061 2.8179 -3.2761

Its energy above the lowest of the compared OMol25 structures with the same formula, charge and spin is 39.4 kcal/mol. As for the expectation value of S²: 8.792. The calculation puts the HOMO energy (spin up / spin down) at -1.5 / -3.7 eV. The largest force on an atom is 0.0880 hartree/bohr. The frontier orbital gap (spin up / spin down) is 4.74 / 6.35 eV. Its LUMO energy (spin up / spin down) is 3.259 / 2.608 eV. The spin multiplicity is 6. The total charge is -1. The total energy comes out at -1261.2911 Eh.